#P
Density functional theory data (ωB97M-V with the def2-TZVPD basis set) for an isolated ion of composition C4H8N3O and charge +1.

Positions of all 16 atoms, in Å:
C (-1.699, -1.109, 0.080)
C (-2.521, 0.011, -0.057)
C (-0.259, -1.076, 0.072)
C (1.876, 0.091, -0.027)
N (0.464, 0.029, -0.045)
N (2.437, 1.262, 0.118)
N (-2.044, 1.241, -0.127)
O (2.720, -0.914, -0.178)
H (-2.011, -2.091, 0.095)
H (-3.524, -0.211, -0.257)
H (0.167, -2.085, 0.255)
H (3.491, 1.315, 0.121)
H (1.740, 1.986, 0.285)
H (-2.405, 2.201, 0.072)
H (-0.982, 1.270, -0.031)
H (2.552, -1.919, -0.377)

Results
Total charge: +1
Gap between HOMO and LUMO: 8.270 eV
Highest occupied orbital energy: -12.70 eV
SMILES: N/C(O)=N/C=C\C=[NH2+]
LUMO: -4.426 eV

***

#Q
Density functional theory data (ωB97M-V with the def2-TZVPD basis set) for an isolated ion of composition C4H8N3O and charge +1.

Positions of all 16 atoms, in Å:
C (-0.451, -0.501, 1.685)
C (2.256, 0.309, 2.672)
C (-1.236, -0.815, -0.711)
C (-0.443, 0.330, -1.444)
N (0.328, -0.893, 2.549)
N (1.212, -0.215, 3.197)
N (-1.361, -0.467, 0.810)
O (0.854, 0.358, -1.002)
H (2.740, 0.022, 1.773)
H (2.775, 1.016, 3.303)
H (-2.199, -1.019, -1.179)
H (-0.540, -1.710, -0.654)
H (-0.817, 1.292, -1.170)
H (-0.626, 0.097, -2.587)
H (-2.270, -0.064, 1.037)
H (1.377, 0.846, -1.621)

Results
Total charge: +1
Gap between HOMO and LUMO: 9.995 eV
Highest occupied orbital energy: -14.54 eV
SMILES: C=NN=C=[NH+]CCO
LUMO: -4.549 eV

***

Stability verdict: #P, ahead by 0.1267 hartree

***

#P
Density functional theory data (ωB97M-V with the def2-TZVPD basis set) for an isolated ion of composition C3H9N4 and charge +1.

Positions of all 16 atoms, in Å:
C (-0.229, 1.236, -0.129)
C (0.745, 0.623, 0.765)
C (1.246, -1.266, -0.664)
N (-1.537, 0.562, -0.159)
N (-1.344, -1.676, 0.571)
N (1.061, -0.741, 0.452)
N (-1.908, -0.712, 0.096)
H (-0.406, 2.150, 0.310)
H (0.224, 1.426, -1.136)
H (1.703, 1.258, 0.833)
H (0.410, 0.565, 1.773)
H (1.268, -2.448, -0.706)
H (1.385, -0.602, -1.643)
H (-2.308, 0.920, -0.668)
H (-0.462, -1.518, 1.094)
H (-2.839, -0.896, -0.325)

Results
⟨S²⟩: 2.008
Multiplicity: 3
Total charge: +1
Gap between HOMO and LUMO (spin up / spin down): 8.731 / 5.887 eV
Highest occupied orbital energy (spin up / spin down): -12.11 / -13.86 eV
LUMO (spin up / spin down): -3.381 / -7.978 eV

***

#Q
Density functional theory data (ωB97M-V with the def2-TZVPD basis set) for a 2-piece molecular cluster, C3H9N4 overall.

Positions of all 16 atoms, in Å:
C (-2.158, -0.136, -0.001)
C (-1.399, 0.937, -0.607)
C (-0.142, -0.739, 0.087)
N (-1.458, -0.991, 0.621)
N (-0.040, 0.491, -0.324)
N (1.001, -1.340, 0.215)
N (1.171, 0.887, -0.829)
H (-3.262, -0.086, 0.118)
H (-1.441, 1.120, -1.610)
H (-1.713, 1.880, -0.209)
H (0.222, -1.794, -1.778)
H (1.242, -2.069, 0.796)
H (1.222, 1.264, -1.884)
H (1.539, 1.618, -0.207)
H (1.730, -0.697, -0.215)
H (0.566, -2.045, -2.417)

Results
⟨S²⟩: 2.027
Multiplicity: 3
Total charge: +1
Gap between HOMO and LUMO (spin up / spin down): 7.118 / 6.420 eV
Highest occupied orbital energy (spin up / spin down): -10.44 / -15.01 eV
LUMO (spin up / spin down): -3.322 / -8.586 eV

***

#R
Density functional theory data (ωB97M-V with the def2-TZVPD basis set) for an isolated ion of composition C3H9N4 and charge +1.

Positions of all 16 atoms, in Å:
C (-0.424, -0.963, -0.117)
C (0.419, 0.352, -0.384)
C (1.689, 0.601, 0.333)
N (-1.594, -0.653, 0.340)
N (-0.622, 1.402, -0.309)
N (0.107, -2.238, -0.101)
N (-1.903, 0.696, 0.122)
H (0.546, 0.346, -1.546)
H (1.946, 0.034, 1.311)
H (1.847, 1.648, 0.494)
H (2.531, 0.317, -0.281)
H (-0.341, 2.214, 0.278)
H (0.962, -2.423, -0.602)
H (-0.392, -3.129, 0.199)
H (-2.536, 0.776, -0.771)
H (-2.235, 1.020, 1.034)

Results
⟨S²⟩: 2.008
Multiplicity: 3
Total charge: +1
Gap between HOMO and LUMO (spin up / spin down): 6.403 / 7.102 eV
Highest occupied orbital energy (spin up / spin down): -9.66 / -14.41 eV
LUMO (spin up / spin down): -3.261 / -7.306 eV

***

Stability verdict: #R, ahead by 0.0086 hartree

***

#P
Density functional theory data (ωB97M-V with the def2-TZVPD basis set) for an isolated ion of composition C5H12NOS and charge -1.

Positions of all 20 atoms, in Å:
C (0.213, -1.362, -0.904)
N (0.708, -0.068, -0.435)
C (-0.048, 0.457, 0.743)
C (0.682, 1.651, 1.337)
S (-0.087, 2.133, 2.932)
C (-1.487, 0.857, 0.386)
O (-2.408, 0.564, 1.422)
C (1.181, -1.956, -1.914)
H (-0.811, -1.283, -1.296)
H (0.145, -2.039, -0.045)
H (0.545, 0.583, -1.204)
H (-0.059, -0.370, 1.454)
H (1.736, 1.414, 1.463)
H (0.619, 2.468, 0.615)
H (-1.994, 0.962, 2.216)
H (-1.816, 0.322, -0.503)
H (-1.496, 1.930, 0.182)
H (2.069, -2.290, -1.382)
H (0.747, -2.774, -2.477)
H (1.561, -1.195, -2.590)

Results
Total charge: -1
Gap between HOMO and LUMO: 6.214 eV
Highest occupied orbital energy: -2.72 eV
SMILES: CCN[C@H](CO)C[S-]
LUMO: 3.489 eV

***

#Q
Density functional theory data (ωB97M-V with the def2-TZVPD basis set) for an isolated ion of composition C5H12NOS and charge -1.

Positions of all 20 atoms, in Å:
C (1.714, -0.744, 1.059)
O (2.754, -1.555, 0.877)
C (0.274, -1.525, 0.580)
C (-0.466, -0.894, -0.635)
C (-1.023, 0.373, -0.035)
S (-1.326, 1.794, -1.165)
C (-1.082, 3.290, -0.172)
N (0.566, -2.932, 0.398)
H (1.559, -0.490, 2.137)
H (1.638, 0.086, 0.344)
H (-0.462, -1.484, 1.399)
H (0.278, -0.686, -1.418)
H (-1.284, -1.537, -0.968)
H (-0.403, 0.786, 0.749)
H (-1.984, 0.144, 0.473)
H (-1.690, 4.090, -0.631)
H (-1.534, 3.170, 0.877)
H (-0.097, 3.578, 0.194)
H (1.185, -3.189, 1.176)
H (1.343, -2.922, -0.268)

Results
Total charge: -1
Gap between HOMO and LUMO: 5.760 eV
Highest occupied orbital energy: -2.71 eV
SMILES: CSCC[C@@H](N)C[O-]
LUMO: 3.047 eV

***

Stability verdict: #P, ahead by 0.0720 hartree

***

#P
Density functional theory data (ωB97M-V with the def2-TZVPD basis set) for a 2-piece molecular cluster, C6H13NO2S overall.

Positions of all 23 atoms, in Å:
C (-1.052, 0.887, -0.438)
C (-0.698, 1.392, 0.968)
C (0.382, 1.054, 0.035)
C (-1.658, -0.513, -0.599)
C (-0.871, 2.911, 1.053)
C (1.631, 1.012, -0.400)
N (1.499, -3.002, -1.339)
O (2.412, -1.709, 0.596)
O (0.147, -2.731, 0.863)
S (1.240, -1.855, -0.144)
H (-1.473, 1.626, -1.157)
H (-0.855, 0.635, 1.890)
H (-1.200, -1.188, 0.124)
H (-1.310, -1.015, -1.457)
H (-2.701, -0.450, -0.443)
H (-0.660, 3.296, 2.056)
H (-1.825, 3.290, 0.806)
H (-0.176, 3.364, 0.387)
H (0.109, -2.134, 1.606)
H (2.505, 1.390, 0.240)
H (1.781, 0.793, -1.433)
H (0.826, -3.145, -2.153)
H (1.946, -3.909, -1.061)

Results
⟨S²⟩: 2.007
Multiplicity: 3
Gap between HOMO and LUMO (spin up / spin down): 5.578 / 7.704 eV
Highest occupied orbital energy (spin up / spin down): -5.06 / -9.61 eV
LUMO (spin up / spin down): 0.523 / -1.906 eV

***

#Q
Density functional theory data (ωB97M-V with the def2-TZVPD basis set) for one molecule with the formula C6H13NO2S.

Positions of all 23 atoms, in Å:
C (0.657, 0.879, 0.217)
C (1.476, 1.460, -0.924)
C (1.630, -2.134, 0.399)
C (-2.189, 1.463, -0.799)
C (0.285, -1.577, 0.755)
C (-0.082, -0.424, -0.150)
N (0.796, 1.441, 1.331)
O (-2.540, -1.209, -0.521)
O (-2.251, 0.208, 1.485)
S (-1.935, -0.079, 0.120)
H (1.771, 2.394, -0.623)
H (2.205, 0.803, -1.386)
H (0.808, 1.548, -1.801)
H (2.362, -1.431, 0.553)
H (1.741, -2.943, 1.236)
H (1.718, -2.688, -0.498)
H (-1.135, 1.868, -0.971)
H (-2.727, 1.321, -1.769)
H (-2.792, 2.067, -0.125)
H (-0.470, -2.399, 0.711)
H (0.428, -1.377, 1.831)
H (0.023, -0.571, -1.258)
H (0.221, 1.380, 2.185)

Results
⟨S²⟩: 2.006
Multiplicity: 3
Gap between HOMO and LUMO (spin up / spin down): 6.391 / 7.689 eV
Highest occupied orbital energy (spin up / spin down): -5.64 / -10.11 eV
LUMO (spin up / spin down): 0.755 / -2.418 eV

***

Stability verdict: #Q, ahead by 0.0824 hartree

***

#P
Density functional theory data (ωB97M-V with the def2-TZVPD basis set) for an isolated ion of composition C5H6NO and charge +1.

Positions of all 13 atoms, in Å:
C (1.181, -0.027, 0.007)
C (2.615, 0.153, 0.200)
C (1.630, 1.328, -0.033)
C (0.319, -0.999, -0.018)
C (-1.109, -0.622, -0.042)
N (3.752, -0.107, -0.095)
O (4.839, -0.485, -0.017)
H (1.728, 1.948, -0.905)
H (1.626, 2.124, 0.822)
H (0.508, -1.981, 0.119)
H (-1.501, -0.702, 1.096)
H (-1.558, -1.389, -0.695)
H (-1.062, 0.465, -0.287)

Results
Total charge: +1
Gap between HOMO and LUMO: 8.242 eV
Highest occupied orbital energy: -14.84 eV
SMILES: C/C=C1\CC1=[N+]=O
LUMO: -6.594 eV

***

#Q
Density functional theory data (ωB97M-V with the def2-TZVPD basis set) for an isolated ion of composition C5H6NO and charge +1.

Positions of all 13 atoms, in Å:
C (1.180, 0.694, 1.136)
C (1.886, -0.198, 0.701)
C (-0.186, 1.317, 1.107)
C (-0.730, -0.569, -0.542)
C (0.547, -1.266, -1.096)
N (-0.658, 0.775, -0.127)
O (1.616, -1.230, -0.486)
H (-0.710, 0.793, 1.907)
H (-0.431, 2.364, 1.205)
H (-1.486, -0.820, -1.333)
H (-0.726, -1.269, 0.250)
H (0.305, -2.012, -1.851)
H (-0.609, 1.421, -0.871)

Results
Total charge: +1
Gap between HOMO and LUMO (spin up / spin down): 8.291 / 8.295 eV
Highest occupied orbital energy (spin up / spin down): -14.37 / -14.37 eV
LUMO (spin up / spin down): -6.077 / -6.072 eV

***

Stability verdict: #P, ahead by 0.0140 hartree

***

#P
Density functional theory data (ωB97M-V with the def2-TZVPD basis set) for a 2-piece molecular cluster, C2H8S4 overall.

Positions of all 14 atoms, in Å:
C (1.405, -2.421, -0.115)
S (0.180, -1.737, -1.344)
S (1.461, -0.428, -2.406)
H (1.421, -1.766, 0.774)
H (2.384, -2.574, -0.633)
H (1.002, -3.385, 0.053)
H (1.895, -0.005, -1.074)
C (-1.137, 2.010, 1.468)
S (-0.792, 2.514, -0.214)
S (-2.277, 1.482, -1.245)
H (-2.207, 2.003, 1.624)
H (-0.702, 2.909, 2.088)
H (-0.745, 1.028, 1.655)
H (-1.890, 0.369, -0.632)

Results
Gap between HOMO and LUMO: 8.729 eV
Highest occupied orbital energy: -8.38 eV
SMILES: CSS.CSS
LUMO: 0.349 eV

***

#Q
Density functional theory data (ωB97M-V with the def2-TZVPD basis set) for a 2-piece molecular cluster, C2H8S4 overall.

Positions of all 14 atoms, in Å:
C (-2.102, 1.361, 0.372)
S (-2.499, 1.534, -1.345)
S (-1.334, 0.215, -2.373)
H (-2.475, 2.216, 0.947)
H (-1.059, 1.352, 0.679)
H (-2.592, 0.469, 0.772)
H (-0.141, 0.836, -2.298)
C (1.072, -2.049, 0.179)
S (2.477, -1.255, 0.983)
S (1.759, -0.101, 2.453)
H (1.378, -3.097, 0.171)
H (1.060, -1.631, -0.827)
H (0.035, -2.005, 0.497)
H (2.071, 1.048, 1.790)

Results
Gap between HOMO and LUMO: 9.295 eV
Highest occupied orbital energy: -8.81 eV
SMILES: CSS.CSS
LUMO: 0.484 eV

***

Stability verdict: #Q, ahead by 0.0138 hartree

***

#P
Density functional theory data (ωB97M-V with the def2-TZVPD basis set) for a 2-piece molecular cluster, ClH4NSi overall.

Positions of all 7 atoms, in Å:
N (-0.674, 1.169, 0.324)
Si (-0.056, 1.042, -1.180)
Cl (0.503, -1.887, 1.514)
H (-0.688, 0.434, 0.992)
H (0.292, -0.301, -1.914)
H (-0.057, 2.346, -2.102)
H (0.680, -2.802, 2.367)

Results
Gap between HOMO and LUMO: 9.677 eV
Highest occupied orbital energy: -9.70 eV
SMILES: N=[SiH2].Cl
LUMO: -0.025 eV

***

#Q
Density functional theory data (ωB97M-V with the def2-TZVPD basis set) for a 2-piece molecular cluster, ClH4NSi overall.

Positions of all 7 atoms, in Å:
N (0.746, -1.390, 0.175)
Si (-1.515, 0.602, 0.174)
Cl (-3.096, -0.555, -0.084)
H (0.867, -1.184, -0.854)
H (0.231, -2.244, 0.347)
H (-1.223, 0.503, -1.222)
H (-1.475, 1.661, 1.214)

Results
Gap between HOMO and LUMO (spin up / spin down): 9.298 / 7.124 eV
Highest occupied orbital energy (spin up / spin down): -9.86 / -7.63 eV
LUMO (spin up / spin down): -0.558 / -0.510 eV

***

Stability verdict: #P, ahead by 0.0495 hartree

***

#P
Density functional theory data (ωB97M-V with the def2-TZVPD basis set) for one molecule with the formula C6H8Si.

Positions of all 15 atoms, in Å:
C (-2.813, 0.045, 1.258)
C (1.483, -1.582, 2.095)
C (-1.729, 0.082, 0.734)
C (1.037, -0.920, 1.211)
C (0.553, 1.863, -0.163)
C (0.151, -0.929, -1.771)
Si (-0.025, -0.031, -0.121)
H (-3.808, 0.330, 1.375)
H (2.153, -2.168, 2.613)
H (0.748, 2.054, -1.280)
H (-0.194, 2.673, 0.050)
H (1.492, 2.074, 0.292)
H (0.926, -1.790, -1.562)
H (-0.687, -1.410, -2.328)
H (0.711, -0.292, -2.404)

Results
Gap between HOMO and LUMO: 10.921 eV
Highest occupied orbital energy: -10.15 eV
SMILES: C#C[Si](C)(C)C#C
LUMO: 0.767 eV

***

#Q
Density functional theory data (ωB97M-V with the def2-TZVPD basis set) for one molecule with the formula C6H8Si.

Positions of all 15 atoms, in Å:
C (-0.738, -0.196, -0.163)
C (0.004, 0.497, 0.910)
C (-0.228, 0.087, -1.519)
C (0.729, -0.202, 1.702)
C (0.933, -0.275, -2.110)
C (1.302, -0.801, 2.648)
Si (-1.913, 0.829, -1.340)
H (-0.824, -1.200, 0.152)
H (-0.108, 1.564, 0.982)
H (1.043, -0.072, -3.211)
H (1.752, -0.768, -1.654)
H (0.561, -1.087, 3.406)
H (2.338, -1.002, 2.735)
H (-3.231, 0.469, -1.547)
H (-1.620, 2.157, -0.990)

Results
Gap between HOMO and LUMO: 9.252 eV
Highest occupied orbital energy: -8.55 eV
SMILES: C=C=C[C@H]1[SiH2]C1=C
LUMO: 0.704 eV

***

Stability verdict: #P, ahead by 0.0593 hartree

***

#P
Density functional theory data (ωB97M-V with the def2-TZVPD basis set) for a 2-piece molecular cluster, C3H10NO2 overall.

Positions of all 16 atoms, in Å:
C (-1.102, 0.514, 0.819)
N (0.226, 0.274, 0.271)
C (0.180, -0.268, -1.087)
C (-0.135, -1.956, -0.948)
O (0.102, -2.328, 0.298)
H (-1.116, 0.910, 1.830)
H (-1.732, -0.393, 0.803)
H (-1.574, 1.294, 0.203)
H (0.642, -0.500, 0.805)
H (1.108, 0.010, -1.579)
H (-0.681, 0.121, -1.626)
H (0.692, -2.286, -1.621)
H (-1.130, -2.198, -1.362)
H (1.500, 2.628, 1.763)
H (1.268, 1.667, 0.581)
O (1.752, 2.514, 0.851)

Results
Total charge: -1
Gap between HOMO and LUMO: 6.832 eV
Highest occupied orbital energy: -2.69 eV
LUMO: 4.138 eV

***

#Q
Density functional theory data (ωB97M-V with the def2-TZVPD basis set) for a 2-piece molecular cluster, C3H10NO2 overall.

Positions of all 16 atoms, in Å:
C (0.993, 1.167, 0.822)
N (-0.122, 0.434, 0.213)
C (0.112, -1.007, 0.456)
C (0.824, -1.609, -0.852)
O (1.211, -0.636, -1.691)
H (1.060, 2.237, 0.579)
H (1.995, 0.768, 0.646)
H (0.820, 1.166, 1.914)
H (0.208, 0.417, -0.791)
H (-0.848, -1.488, 0.652)
H (0.810, -1.158, 1.277)
H (0.088, -2.280, -1.367)
H (1.618, -2.292, -0.452)
H (-1.757, 1.009, 0.361)
H (-3.235, 0.692, 0.800)
O (-2.602, 1.384, 0.757)

Results
Total charge: -1
Gap between HOMO and LUMO: 7.198 eV
Highest occupied orbital energy: -2.96 eV
LUMO: 4.237 eV

***

Stability verdict: #Q, ahead by 0.0042 hartree